#a
Formula: C7H12P2
Source: the OMol25 dataset
Level of theory: ωB97M-V with the def2-TZVPD basis set

Positions of all 21 atoms, in Å:
C  -1.35  1.24  -2.32
C  -0.98  0.73  -0.94
C  -1.02  0.79  0.37
C  -0.82  1.45  1.74
C  -0.09  -0.31  -0.29
C  -0.32  -1.81  -0.48
P  1.62  0.17  0.06
C  2.02  -0.95  1.52
P  2.26  -0.01  -1.86
H  -1.75  0.33  -2.98
H  -0.51  1.65  -2.79
H  -2.17  1.92  -2.07
H  -1.56  2.20  1.84
H  0.25  1.73  1.72
H  -0.79  0.82  2.63
H  0.68  -2.36  -0.33
H  -0.69  -2.19  -1.43
H  -0.93  -2.25  0.27
H  1.57  -1.87  1.40
H  1.47  -0.51  2.42
H  3.12  -0.77  1.50

Results
SMILES string: CC1=C(C)C1(C)P(C)#P
HOMO energy (spin up / spin down) in eV: -7.04 / -7.23
Multiplicity: 1
LUMO energy (spin up / spin down) in eV: -0.789 / -0.946

#b
Formula: C7H12P2
Source: the OMol25 dataset
Level of theory: ωB97M-V with the def2-TZVPD basis set

Positions of all 21 atoms, in Å:
C  0.90  -1.65  -0.96
C  1.66  -1.07  -0.22
C  0.25  -2.50  -1.78
C  2.44  1.27  0.51
C  -2.23  0.68  0.16
C  2.72  -0.34  0.41
C  -2.08  -0.73  0.84
P  -2.80  -2.13  -0.24
P  -1.47  -1.93  -2.03
H  2.35  1.83  -0.46
H  1.40  1.32  0.93
H  3.17  1.68  1.23
H  -2.12  1.49  0.93
H  -1.62  1.09  -0.61
H  -3.27  0.45  -0.06
H  2.80  -0.71  1.37
H  3.64  -0.54  -0.16
H  -2.70  -0.67  1.78
H  -1.04  -0.97  0.98
H  -1.82  -0.77  -2.70
H  -1.80  -2.92  -3.00

Results
HOMO energy (spin up / spin down) in eV: -7.05 / -7.45
Multiplicity: 1
LUMO energy (spin up / spin down) in eV: -1.784 / -0.558

Which of the structures shown above is the most stable? The most stable is #a.